Entry 1:
Molecular formula: C2H7OS
Method: DFT, wB97M-V/def2-TZVPD

Atoms and positions in Å:
1 C 1.351 -1.364 0.138
2 C 1.095 -0.220 -0.800
3 S -0.692 0.171 -0.916
4 H 0.746 -2.217 -0.167
5 H 1.164 -1.159 1.185
6 H 2.396 -1.735 0.102
7 H 1.388 -0.477 -1.814
8 H 1.765 0.574 -0.628
9 H -1.206 0.467 2.054
10 H -1.014 1.445 1.011
11 O -1.127 1.427 1.983

## Properties
charge = -1
E_HOMO = -2.7 eV
E = -15071.250 eV
gap between HOMO and LUMO = 7.07 eV
maximum force = 1.8 eV Å⁻¹

Löwdin atomic charge list, values in e, 5 entries: C -0.26; C -0.80; S 0.19; H 0.04; H 0.04

Entry 2:
Molecular formula: C2H7OS
Method: DFT, wB97M-V/def2-TZVPD

Atoms and positions in Å:
1 O 1.481 -1.439 1.492
2 H 1.032 -1.090 0.671
3 C -1.174 1.049 0.977
4 C -1.202 0.464 -0.444
5 S 0.464 0.061 -1.138
6 H -1.574 2.061 1.015
7 H -0.163 1.097 1.368
8 H -1.729 0.447 1.697
9 H -1.750 -0.470 -0.429
10 H -1.689 1.146 -1.136
11 H 1.134 -2.334 1.594

## Properties
charge = -1
E_HOMO = -2.5 eV
E = -15071.202 eV
gap between HOMO and LUMO = 6.81 eV
maximum force = 0.8 eV Å⁻¹

Löwdin atomic charge list, values in e, 5 entries: O -0.17; H -0.12; C -0.23; C -0.77; S 0.15

Entry 3:
Molecular formula: C2H7OS2
Method: DFT, wB97M-V/def2-TZVPD

Atoms and positions in Å:
1 C 2.446 1.218 0.489
2 O 2.939 1.959 1.371
3 H 2.943 1.150 -0.525
4 H -0.424 3.043 -3.258
5 H 1.415 0.959 0.810
6 C -0.618 -2.605 -0.117
7 S -0.971 -0.993 -0.964
8 S -1.311 0.548 0.497
9 H -0.503 -3.591 -0.614
10 H 0.134 -2.556 0.792
11 H -1.623 -2.828 0.256
12 H 0.078 3.592 -3.185

## Properties
charge = 0
E_HOMO (alpha / beta) = -9.3 / -9.6 eV
E = -25901.751 eV
spin multiplicity = 2
gap between HOMO and LUMO (alpha / beta) = 9.18 / 7.23 eV
maximum force = 4.7 eV Å⁻¹

Löwdin atomic charge list, values in e, 5 entries: C -0.10; O -0.07; H 0.10; H 0.00; H 0.01

Entry 4:
Molecular formula: C2H7PSi
Method: DFT, wB97M-V/def2-TZVPD

Atoms and positions in Å:
1 H 0.354 3.271 -0.786
2 P 0.955 2.467 0.045
3 C 0.317 1.121 -0.709
4 C 0.691 -0.293 -0.181
5 Si -0.739 -1.460 0.653
6 H -0.479 1.156 -1.442
7 H 1.639 -0.294 0.432
8 H 0.770 -0.778 -1.099
9 H -1.051 -1.036 2.160
10 H -0.460 -2.787 0.927
11 H -1.997 -1.368 0.002

## Properties
charge = 0
E_HOMO = -9.1 eV
SMILES string = [H]/P=C/C[SiH3]
E = -19351.105 eV
gap between HOMO and LUMO = 9.42 eV
maximum force = 4.3 eV Å⁻¹

Löwdin atomic charge list, values in e, 5 entries: H -0.22; P 0.81; C -0.59; C -0.44; Si 0.66

Entry 5:
Molecular formula: C2H7S
Method: DFT, wB97M-V/def2-TZVPD

Atoms and positions in Å:
1 S 0.678 2.856 1.345
2 H -0.522 3.298 1.517
3 C 0.387 -1.053 -0.941
4 C -0.532 -0.591 0.167
5 H 1.387 -1.328 -0.598
6 H 0.117 -1.743 -1.713
7 H 0.735 -0.139 -1.552
8 H -0.346 -1.160 1.125
9 H -1.587 -0.436 -0.091
10 H -0.316 0.296 0.742

## Properties
charge = -1
E_HOMO = -2.4 eV
E = -13022.841 eV
gap between HOMO and LUMO = 6.55 eV
maximum force = 4.0 eV Å⁻¹

Löwdin atomic charge list, values in e, 5 entries: S -0.31; H -0.55; C -0.19; C -0.21; H 0.05

Entry 6:
Molecular formula: C2H7S
Method: DFT, wB97M-V/def2-TZVPD

Atoms and positions in Å:
1 C -0.841 0.705 0.110
2 C 0.637 0.874 -0.210
3 H -1.076 -0.340 0.322
4 H -1.477 0.972 -0.740
5 H -1.132 1.313 0.972
6 H 0.924 0.186 -1.005
7 H 0.890 1.896 -0.512
8 H 1.251 0.576 0.641
9 S 0.377 -2.424 0.132
10 H 0.447 -3.758 0.289

## Properties
charge = -1
E_HOMO = -2.5 eV
E = -13023.587 eV
gap between HOMO and LUMO = 6.91 eV
maximum force = 0.3 eV Å⁻¹

Löwdin atomic charge list, values in e, 5 entries: C -0.23; C -0.24; H -0.04; H 0.05; H 0.05

> maximum force of number 5 (C2H7S)?

4.0 eV Å⁻¹

> What is the formula in the sixth record?

C2H7S